Entry 1:
10
Properties=species:S:1:pos:R:3:forces:R:3:mulliken_charge:R:1 method="wB97M-V/def2-TZVPD" charge=-1
O 1.495 -1.509 -1.037 -0.292 0.209 0.400 -0.257
O 2.080 1.371 1.152 0.137 -0.153 -0.485 -0.669
O 1.870 1.178 -1.136 0.267 0.452 0.745 -0.629
O 2.112 -1.716 0.306 1.166 -1.508 0.632 -0.257
C 1.858 0.848 0.058 -0.775 -0.526 -0.419 0.606
C 1.304 -0.706 0.118 -0.552 1.532 -0.866 0.204
C -2.812 0.057 -0.028 -0.753 3.351 1.015 -0.771
H -2.248 -0.779 0.097 1.679 -2.419 -0.511 0.286
H -3.289 0.279 0.928 -0.565 0.053 -0.314 0.239
H -2.371 0.978 -0.457 -0.313 -0.990 -0.198 0.248

***

Entry 2:
35
Properties=species:S:1:pos:R:3:forces:R:3:mulliken_charge:R:1 method="wB97M-V/def2-TZVPD" charge=0
P 0.144 -2.227 -0.879 3.105 -7.038 -0.743 0.723
O -0.140 -3.317 -1.956 0.257 3.823 2.262 -0.759
O 0.388 -1.264 2.345 2.287 -2.525 2.273 -0.590
O 1.245 -3.123 0.232 -2.248 4.917 0.324 -0.635
O 1.699 -0.255 -0.202 4.630 5.101 3.102 -0.571
O 0.256 1.035 2.155 -9.086 -3.916 -6.774 -0.274
C 0.110 0.109 -1.923 0.823 1.973 -4.096 0.710
C -0.146 -0.339 1.900 -0.452 3.816 -1.737 0.543
C -1.186 1.837 -3.511 -8.454 12.886 2.618 -0.158
C 1.206 1.085 2.930 8.105 1.185 7.796 -0.161
C 1.201 -0.724 -1.300 -5.614 -2.148 -1.470 0.015
C 0.768 0.787 4.497 2.818 -1.002 -0.356 -1.070
C -1.252 -1.805 0.146 -2.320 2.194 -3.119 -0.764
C -0.061 1.387 -1.564 -0.107 5.253 4.953 -0.371
C -1.167 -0.498 0.899 -5.646 1.681 1.243 -0.322
C -0.998 2.299 -2.171 4.240 -6.083 -3.075 -0.889
C -0.389 0.018 -3.252 3.531 -12.472 1.013 -0.252
C -1.205 0.685 -4.026 2.910 -1.609 1.890 -0.775
H 1.855 -1.081 -1.984 2.215 -1.081 -2.469 0.862
H 2.358 0.597 -0.415 -2.551 -3.259 0.883 0.414
H -2.169 2.682 -4.001 3.179 -2.140 0.770 0.115
H -1.430 -2.610 0.758 -0.169 -2.032 1.548 0.507
H -0.136 -1.312 -3.689 -0.742 3.894 1.158 0.034
H 1.511 2.154 2.876 0.753 -0.660 0.360 0.320
H 2.070 0.346 2.604 -1.166 1.482 1.013 0.260
H -0.972 3.263 -1.904 -0.494 3.368 0.887 0.487
H -2.264 -0.239 1.519 2.745 -1.426 -1.066 0.378
H -1.753 0.400 -4.761 -2.674 -1.968 -4.985 0.604
H 1.622 1.082 5.231 -1.255 -0.594 -1.426 0.325
H 0.666 -0.347 4.536 -0.228 1.605 0.394 0.271
H 0.557 1.866 -0.636 -1.713 -1.444 -1.810 -0.104
H -1.375 0.381 0.337 0.877 0.603 -1.051 0.147
H 1.280 -2.376 0.980 0.359 -2.636 -1.665 0.423
H -2.195 -1.830 -0.636 2.307 0.386 1.911 0.270
H -0.099 1.335 4.864 -0.223 -0.133 -0.555 0.288

***

Entry 3:
100
Properties=species:S:1:pos:R:3:forces:R:3:mulliken_charge:R:1 method="wB97M-V/def2-TZVPD" multiplicity=2 charge=0
V 0.006 0.911 -0.727 -0.270 3.011 0.518 -0.534
S -0.584 -2.923 0.894 -0.718 -0.280 0.473 0.216
F -4.013 3.234 -5.018 0.029 0.030 -0.024 -0.335
F -4.153 0.772 -6.161 -0.055 -0.012 -0.066 -0.337
F -2.313 -1.110 -2.296 0.118 -0.018 -0.028 -0.366
F 3.905 6.750 -1.682 0.073 0.058 -0.016 -0.323
F -2.870 3.567 -2.635 -0.027 0.044 0.014 -0.458
F 0.311 5.310 0.905 -0.131 -0.004 -0.019 -0.326
F 2.742 2.250 -1.810 -0.112 -0.073 -0.077 -0.439
F 1.911 7.220 0.115 0.012 0.025 0.024 -0.325
F 4.256 4.210 -2.608 0.058 -0.008 -0.036 -0.322
F -3.252 -1.392 -4.773 -0.036 -0.054 -0.008 -0.365
O -1.295 -1.610 0.982 0.058 -0.004 0.021 -0.282
O 1.776 -1.923 0.310 0.223 0.026 0.047 -0.073
O 0.251 -0.595 -1.372 0.183 -3.089 -1.533 0.099
O 2.003 0.665 0.214 -0.077 -0.407 0.145 -0.601
N 0.285 1.525 -2.682 0.375 -0.025 -0.235 1.815
N -1.987 1.509 2.190 -0.051 -0.286 0.103 0.049
N 2.532 -0.111 1.158 -0.059 0.468 0.256 0.853
N 0.471 2.637 -0.071 0.234 1.190 -0.197 1.743
N -1.882 1.401 -1.117 0.027 -0.171 0.157 1.081
N 2.430 -1.392 1.220 0.212 -0.211 -0.003 -1.159
N 0.574 1.427 -4.836 0.068 0.121 -0.053 -0.058
C 0.641 -2.286 4.688 0.003 -0.056 -0.052 -0.752
C 0.993 -1.512 -4.775 0.083 0.060 -0.077 -1.058
C 1.284 4.960 0.050 -0.207 0.050 -0.063 0.552
C 1.371 3.648 -0.436 -0.090 -0.346 0.175 -1.279
C 0.574 0.710 -3.694 -0.119 0.023 0.057 0.163
C -2.490 1.248 -2.364 0.032 -0.195 0.285 0.214
C 0.576 -1.386 -2.410 -0.033 0.634 -0.182 0.977
C -3.002 2.315 -3.104 0.171 0.164 -0.015 0.332
C 0.035 2.649 1.344 0.449 -0.095 -0.163 -2.536
C 4.391 2.517 2.995 -0.025 -0.049 -0.010 -0.615
C 0.094 2.789 -3.207 0.048 -0.096 0.194 -0.785
C 3.312 0.533 2.183 -0.139 -0.192 -0.192 0.330
C 1.062 -2.886 -4.690 -0.066 -0.073 0.000 -1.020
C -3.572 2.164 -4.352 -0.070 0.169 -0.009 0.064
C -2.982 1.471 1.120 0.047 0.053 -0.043 -0.957
C 0.279 2.743 -4.543 0.012 -0.142 -0.168 -1.514
C -1.568 -5.451 0.547 -0.031 0.003 -0.007 -0.292
C -3.091 -3.927 1.632 -0.010 0.144 0.069 -0.105
C 3.747 -0.170 3.307 -0.082 0.017 -0.057 -0.432
C 1.408 -4.485 4.078 0.009 0.025 0.021 -0.724
C -1.856 -4.195 1.065 0.062 -0.062 -0.170 0.580
C -2.636 -0.005 -2.975 0.010 -0.072 0.301 -0.502
C 0.133 -3.184 2.526 0.137 0.081 0.022 0.536
C 2.111 5.990 -0.360 -0.053 0.068 0.178 0.179
C -2.640 2.234 -0.164 0.069 -0.479 0.054 -0.738
C -3.167 -0.172 -4.239 0.056 -0.062 0.026 -0.007
C -2.402 0.612 3.272 0.146 0.285 -0.155 -0.959
C 3.633 1.872 2.025 0.016 0.061 0.015 -0.143
C -0.619 1.316 1.770 -0.215 0.614 -0.306 -0.112
C 0.753 -0.744 -3.637 -0.083 0.353 0.003 0.242
C 2.445 3.456 -1.325 -0.017 -0.208 0.083 0.262
C 4.833 1.829 4.113 0.008 0.041 0.022 -0.590
C -4.040 -4.936 1.703 0.033 -0.003 -0.013 -0.774
C 0.046 -2.149 3.438 -0.010 0.054 0.026 0.434
C 0.648 -2.764 -2.316 0.015 -0.222 0.334 -0.690
C 0.889 -3.507 -3.455 -0.002 0.033 -0.071 -0.969
C 3.118 5.760 -1.267 0.031 0.053 -0.069 0.634
C 0.821 -4.351 2.831 -0.009 0.014 -0.072 -0.907
C 1.319 -3.453 5.008 -0.009 0.040 -0.019 -0.621
C -3.642 0.918 -4.938 0.009 -0.025 -0.088 0.921
C -3.752 -6.203 1.210 0.048 0.013 0.008 -0.474
C 4.507 0.486 4.262 -0.033 -0.014 -0.010 -0.625
C -2.515 -6.463 0.632 -0.037 0.046 0.032 -0.813
C 3.278 4.478 -1.743 -0.003 -0.087 -0.024 0.362
H 1.127 -1.035 -5.741 -0.013 -0.038 0.025 0.389
H 1.220 -3.478 -5.582 0.059 0.026 0.038 0.407
H 0.582 -1.476 5.405 -0.007 -0.021 -0.012 0.481
H -3.429 0.855 3.549 0.026 0.015 0.018 0.360
H -0.054 0.890 2.591 0.164 -0.161 -0.027 0.983
H -3.598 2.492 -0.607 -0.071 0.067 -0.097 0.904
H 0.770 1.058 -5.748 -0.028 -0.004 -0.036 0.207
H -3.899 1.890 1.538 -0.039 -0.019 0.008 0.601
H 1.944 -5.392 4.325 -0.015 0.016 -0.010 0.401
H -0.681 3.431 1.553 -0.133 0.095 0.001 0.862
H -5.010 -4.733 2.141 0.032 -0.008 -0.006 0.427
H 3.296 2.387 1.139 -0.018 0.029 -0.033 0.320
H 0.934 -4.587 -3.383 0.010 0.029 0.000 0.435
H 0.214 3.506 -5.299 0.026 -0.052 0.022 0.527
H 3.483 -1.211 3.418 0.021 0.004 0.020 0.471
H 4.844 -0.056 5.137 -0.013 -0.008 -0.038 0.388
H -0.488 -1.248 3.161 0.126 -0.146 0.031 0.141
H -3.182 0.430 0.824 -0.049 -0.018 0.005 0.224
H 0.899 -5.148 2.101 0.013 0.020 0.023 0.383
H -2.297 -7.446 0.235 0.005 0.020 0.001 0.395
H 0.908 2.828 1.977 0.078 -0.045 0.014 0.745
H 1.786 -3.560 5.980 -0.012 -0.003 -0.031 0.399
H -2.121 3.171 0.045 0.004 0.044 -0.006 0.041
H -2.357 -0.441 2.984 -0.107 -0.103 -0.069 0.195
H -0.542 0.540 0.965 -0.403 -0.563 1.061 0.591
H 4.638 3.565 2.871 -0.001 -0.021 -0.025 0.415
H -1.769 0.776 4.145 0.017 -0.022 0.014 0.384
H 0.509 -3.222 -1.346 0.100 0.033 -0.193 0.527
H -0.610 -5.633 0.069 -0.044 -0.002 0.017 0.389
H 5.427 2.333 4.865 -0.024 -0.018 -0.016 0.381
H -4.496 -6.988 1.269 0.015 0.015 -0.008 0.386
H -0.172 3.628 -2.589 -0.033 -0.067 0.024 0.637
H -3.302 -2.929 2.002 0.027 -0.042 -0.045 0.263

***

Entry 4:
47
Properties=species:S:1:pos:R:3:forces:R:3:mulliken_charge:R:1 method="wB97M-V/def2-TZVPD" charge=0
O -1.964 -0.557 -2.572 4.129 -1.058 -1.186 -0.654
O 1.750 3.599 1.689 -0.171 1.404 -0.069 -0.656
O 0.528 -0.070 -3.811 -0.186 2.909 -1.091 -0.766
O -1.043 2.163 -3.086 -0.372 5.166 1.322 -0.714
O 1.793 3.513 -1.375 1.242 1.220 4.113 -0.665
O 0.445 -1.452 4.314 0.319 -1.843 0.178 -0.698
O 0.735 0.967 2.956 -1.149 -0.880 -1.302 -0.682
O 1.858 0.747 0.585 -2.551 2.376 -3.267 -0.728
O 0.799 -2.499 -2.717 -0.909 1.786 -0.657 -0.686
O -2.258 1.906 -0.862 1.284 0.078 2.748 -0.517
O 1.955 -2.628 2.565 2.878 0.065 -0.390 -0.660
O -1.800 0.258 2.573 0.754 -0.609 2.027 -0.541
O 2.022 -2.152 -0.262 -0.022 1.168 -0.991 -0.613
N -1.470 -2.581 -0.488 -1.909 -0.048 0.325 -0.699
N -2.050 -0.426 0.431 0.143 1.164 -0.322 0.161
C -2.031 0.541 1.430 -2.082 -1.236 -1.828 -0.138
C -2.050 -1.924 0.675 1.456 1.948 1.209 -0.346
H 2.848 -2.229 2.858 -2.422 -0.940 -0.523 0.321
H -2.660 -0.019 -2.840 -1.845 1.503 -1.070 0.269
H -3.082 2.049 -1.220 -2.959 0.739 -1.202 0.282
H 1.639 2.663 1.873 -0.427 -0.373 0.775 0.457
H 1.316 4.153 2.382 0.467 -1.206 -0.812 0.295
H -0.013 -0.623 4.166 -0.901 -0.015 -0.595 0.378
H 0.877 0.779 0.270 1.792 -0.930 1.220 0.319
H 0.069 -2.258 3.865 -0.733 1.821 1.223 0.367
H -2.258 -0.106 -0.545 0.361 -0.476 1.627 0.276
H 2.694 3.853 -1.053 -1.166 -0.726 -1.593 0.333
H 2.053 -1.254 0.139 0.114 -1.058 0.209 0.351
H -1.435 -2.095 1.600 -0.304 0.085 -0.949 0.158
H -0.477 -2.479 -0.573 0.531 0.099 0.655 0.352
H -0.434 2.936 -2.740 -1.258 -2.905 -1.299 0.330
H -0.650 1.358 -3.286 2.296 -1.814 -0.736 0.379
H 2.014 1.575 0.005 0.911 -1.531 1.105 0.277
H 0.223 0.451 2.222 1.407 1.290 2.428 0.294
H -3.083 -2.090 1.052 0.432 -0.937 -1.152 0.238
H 2.038 -2.847 0.395 -0.042 0.297 0.793 0.259
H -2.452 1.538 1.198 0.722 -0.449 -0.411 0.329
H 0.997 -3.415 -2.773 0.538 -0.950 0.295 0.282
H 1.268 -2.167 3.050 0.726 0.749 0.195 0.294
H -1.708 1.738 -1.601 1.063 0.037 -1.649 0.299
H 1.219 0.348 -3.299 0.417 0.618 -0.018 0.306
H 1.303 -2.038 -2.035 0.437 -1.130 0.618 0.314
H -1.816 -2.071 -1.298 -0.109 -0.536 -0.111 0.430
H 1.439 3.709 -0.418 -0.174 -0.618 -2.155 0.330
H 1.485 0.414 3.205 -0.012 -0.002 -0.346 0.330
H -1.146 -0.377 -3.218 -2.784 -0.524 1.910 0.289
H 0.511 -0.900 -3.425 0.066 -3.729 0.751 0.465

***

For reference, energy above the lowest of the compared OMol25 structures with the same formula, charge and spin by record: 165.2 252.1 46.5 68.6 kcal per mole.